{"formula": "C2H13N2O3", "method": "ωB97M-V with the def2-TZVPD basis set", "symbols": ["C", "C", "N", "N", "H", "H", "H", "H", "H", "H", "H", "H", "H", "O", "H", "H", "O", "H", "H", "O"], "coordinates": [[-1.2883, -0.3709, -1.4824], [-0.3792, 0.6892, -1.4223], [0.0734, 1.0140, -0.0283], [-1.2808, -0.7848, -2.8280], [-1.7049, -0.9827, -0.7137], [0.1874, 1.3007, -2.2419], [-0.5207, 1.8642, 0.3266], [-0.0530, 0.2265, 0.5714], [1.0889, 1.4913, -0.0427], [-1.0274, -0.0616, -3.4802], [-1.8847, -1.4828, -3.0462], [3.2461, -0.6713, -0.3267], [3.1231, -1.5170, 1.0484], [2.7181, -1.3594, 0.1338], [1.1041, 1.2102, 2.8526], [1.2699, -0.1604, 2.4663], [0.6968, 0.5158, 2.3317], [-2.1467, -0.9057, 1.6240], [-1.3504, 0.0244, 2.5230], [-1.8716, -0.0397, 1.7346]], "forces_ev_per_angstrom": [[4.62, 3.16, -3.87], [-0.69, -0.70, 2.42], [-0.59, 4.34, -2.36], [0.33, 0.96, 1.85], [-0.15, 0.05, 0.30], [-1.47, -1.65, 1.54], [1.09, -1.90, -0.21], [0.24, -0.35, 0.77], [-0.98, -1.25, 0.30], [-0.29, -0.48, -0.24], [-2.09, -1.95, -1.43], [-0.29, -0.43, 0.74], [-0.55, 0.63, -2.05], [0.72, -0.17, 1.35], [0.05, 0.78, 0.12], [2.86, -3.69, 0.39], [-2.50, 2.89, 0.42], [-0.88, -2.66, 0.04], [0.66, -0.07, 0.68], [-0.10, 2.51, -0.74]], "mulliken_charge": [-0.132, -0.920, -0.638, -0.404, 0.248, 0.197, 0.680, 0.258, 0.589, 0.214, 0.197, 0.410, 0.364, -0.911, 0.214, 0.237, -0.410, 0.339, 0.343, -0.877], "relative_energy_kcal_mol": 69.8, "total_charge": 0, "spin_multiplicity": 2, "homo_lumo_gap_ev": [3.7, 8.9]}